Formula: C32H93N3O13
Source: the Open Molecules 2025 dataset
Level of theory: ωB97M-V with the def2-TZVPD basis set

As for the charge: 0. The calculation puts the relative energy (zero: lowest compared OMol25 entry of this formula, charge and spin) at 481.1 kJ/mol.

XYZ file:
```
141
Properties=species:S:1:pos:R:3:lowdin_charge:R:1
C -3.0272 -1.6582 3.6174 -0.06
C -1.8108 -2.5874 3.8648 -0.31
O -1.5403 -3.3186 2.6856 -0.08
H -3.2034 -0.9481 4.4253 0.05
H -3.9172 -2.2802 3.7126 0.07
H -3.1179 -1.1805 2.6418 0.06
H -1.8790 -3.2962 4.6901 0.11
H -0.9045 -2.0960 4.2187 0.08
H -0.8888 -3.9889 2.9042 0.08
C -3.4691 2.1619 5.5388 -0.07
C -3.4284 2.6474 4.0790 -0.27
O -4.0612 1.7823 3.1094 -0.12
H -4.4369 1.7210 5.7775 0.07
H -3.0903 2.9356 6.2067 0.08
H -2.7884 1.3210 5.6716 0.06
H -2.4054 2.8022 3.7360 0.10
H -3.8525 3.6335 3.8897 0.11
H -4.9979 1.5949 3.2048 0.09
C -6.5479 2.5238 -1.1575 -0.06
C -6.1971 1.0424 -0.9841 -0.36
O -5.3732 0.7405 0.0392 -0.08
H -5.7295 2.8420 -1.8032 0.06
H -6.3951 2.9068 -0.1485 0.07
H -7.5325 2.7324 -1.5760 0.08
H -5.6769 0.6828 -1.8720 0.12
H -7.1571 0.5374 -0.8777 0.11
H -5.7997 0.7124 0.8988 0.11
C 7.1613 -0.9712 0.7843 -0.09
C 5.9691 0.0219 0.9144 -0.26
O 4.9767 -0.6998 0.1728 -0.12
H 8.0401 -0.4596 1.1769 0.06
H 7.3573 -1.1975 -0.2637 0.07
H 7.0639 -1.8823 1.3746 0.06
H 6.2354 1.0105 0.5406 0.11
H 5.6796 0.1046 1.9620 0.10
H 4.5325 -1.3607 0.7090 0.03
C 1.9431 1.6372 4.6109 -0.08
C 1.5679 2.8502 3.7658 -0.30
O 1.9297 4.1187 4.4076 -0.08
H 1.7250 0.6921 4.1134 0.04
H 1.3139 1.6796 5.4999 0.08
H 2.9951 1.7212 4.8834 0.08
H 0.5080 2.8458 3.5114 0.09
H 1.9217 2.8253 2.7351 0.10
H 2.2440 4.6538 3.6752 0.07
C 0.3866 -3.2677 -1.6155 -0.07
C 1.5147 -3.8114 -0.7463 -0.32
O 0.9813 -4.0028 0.5372 -0.08
H -0.3632 -4.0351 -1.8077 0.07
H 0.7304 -2.9421 -2.5973 0.07
H -0.1144 -2.3963 -1.1939 0.06
H 2.3973 -3.1743 -0.6900 0.09
H 1.8910 -4.7336 -1.1890 0.12
H 0.7780 -3.1360 0.8961 0.07
C -3.6111 -3.0578 -0.0725 -0.08
C -3.9798 -2.4132 -1.3883 -0.29
O -4.6255 -3.4278 -2.2120 -0.10
H -2.9512 -2.3102 0.3677 0.05
H -3.0532 -3.9733 -0.2696 0.08
H -4.4626 -3.3829 0.5253 0.08
H -3.1291 -1.9958 -1.9270 0.09
H -4.7218 -1.6346 -1.2116 0.09
H -3.9430 -3.8192 -2.7619 0.06
C -3.1895 4.4798 -2.1138 -0.09
C -3.5935 4.6948 -0.6938 -0.29
O -2.4744 4.1513 0.0271 -0.14
H -3.8943 4.8246 -2.8704 0.07
H -3.0789 3.4035 -2.2461 0.06
H -2.2562 4.9336 -2.4470 0.07
H -4.5085 4.2498 -0.3028 0.08
H -3.6414 5.6997 -0.2742 0.11
H -2.5730 3.2043 0.1504 -0.02
C -3.3132 -1.2674 -5.2894 -0.11
C -2.4591 -0.8440 -6.3813 -0.32
O -3.0148 0.4366 -6.7421 -0.10
H -2.9050 -2.2007 -4.9015 0.08
H -4.3686 -1.2965 -5.5601 0.09
H -3.4706 -0.6161 -4.4297 0.07
H -2.4956 -1.3737 -7.3333 0.11
H -1.3991 -0.6923 -6.1776 0.11
H -2.4068 0.9493 -7.2799 0.07
C 1.4454 3.5722 -1.9216 -0.10
C 0.8100 4.5672 -0.9590 -0.28
O 1.7646 5.6409 -0.6735 -0.08
H 0.7569 2.8595 -2.3755 0.05
H 2.0990 2.9158 -1.3472 0.06
H 1.9113 3.9605 -2.8273 0.08
H 0.6725 4.0600 -0.0040 0.09
H -0.1904 4.8312 -1.3020 0.09
H 1.2539 6.4295 -0.8706 0.07
C 3.9333 -1.7641 4.6712 -0.04
C 2.7374 -2.4666 3.9896 -0.40
C 3.1476 -3.5588 3.0033 -0.21
O 3.8595 -3.0540 1.9017 -0.24
C 4.4908 -4.0275 1.1170 -0.08
N 1.6741 -2.8362 4.9716 0.05
H 3.5497 -0.8512 5.1269 0.06
H 4.6782 -1.5897 3.8949 0.07
H 4.3132 -2.2926 5.5455 0.08
H 2.2116 -1.7667 3.3401 0.10
H 2.3715 -4.2380 2.6504 0.12
H 3.7743 -4.1903 3.6330 0.12
H 4.7507 -3.5607 0.1670 0.09
H 3.7156 -4.6840 0.7218 0.09
H 5.3552 -4.2579 1.7399 0.11
H 1.4047 -2.1110 5.6209 0.07
H 2.0710 -3.5280 5.5913 0.06
C -1.5296 0.8461 -1.2973 -0.03
C -1.7024 0.6955 0.2117 -0.37
C -0.4126 0.9135 1.0058 -0.16
O 0.4049 -0.2079 0.6454 -0.20
C 1.7622 -0.0915 1.0295 -0.08
N -2.7890 1.5856 0.6562 0.06
H -2.3179 0.3676 -1.8784 0.06
H -0.7004 0.2499 -1.6780 0.07
H -1.5616 1.8538 -1.7116 0.06
H -1.9788 -0.3264 0.4714 0.11
H -0.6042 0.8507 2.0770 0.12
H 0.0175 1.9045 0.8605 0.12
H 2.1767 0.7765 0.5168 0.09
H 2.2896 -1.0294 0.8554 0.07
H 1.8068 0.0034 2.1144 0.06
H -2.8771 1.3712 1.6392 0.04
H -3.7122 1.3496 0.3216 0.05
C 2.0780 0.3111 -3.4502 -0.05
C 3.3897 -0.2032 -4.0547 -0.48
C 3.6033 0.3468 -5.4844 -0.15
O 4.6561 -0.4238 -6.1107 -0.21
C 4.4440 -1.7807 -6.5104 -0.10
N 4.3796 0.3120 -3.2419 0.04
H 1.3264 -0.0430 -4.1559 0.07
H 2.1242 1.3994 -3.4106 0.06
H 1.9135 -0.0517 -2.4356 0.07
H 3.3563 -1.2908 -3.9908 0.12
H 3.7855 1.4197 -5.5456 0.13
H 2.7275 0.1766 -6.1106 0.11
H 3.7810 -1.8127 -7.3750 0.08
H 3.9995 -2.4386 -5.7636 0.07
H 5.4434 -2.0873 -6.8190 0.09
H 4.3029 0.4152 -2.2401 0.07
H 5.2376 -0.1996 -3.3913 0.08
```

***

Formula: C32H96N20O20P4
Source: the Open Molecules 2025 dataset
Level of theory: ωB97M-V with the def2-TZVPD basis set

As for the charge: 0. The SMILES is CN(C)P(=O)(N(C)C)N(C)C.CN(C)P(=O)(N(C)C)N(C)C.CN(C)P(=O)(N(C)C)N(C)C.CN(C)P(=O)(N(C)C)N(C)C.C[N+](=O)[O-].C[N+](=O)[O-].C[N+](=O)[O-].C[N+](=O)[O-].C[N+](=O)[O-].C[N+](=O)[O-].C[N+](=O)[O-].C[N+](=O)[O-].

XYZ file:
```
172
Properties=species:S:1:pos:R:3:lowdin_charge:R:1
C -33.9982 -0.3273 -4.0775 -0.09
N -34.4616 -1.4922 -4.8192 -0.28
C -35.5491 -2.3005 -4.2537 -0.11
P -34.0019 -1.8622 -6.3670 0.53
O -34.7674 -2.9858 -6.9623 -0.28
N -34.1893 -0.3913 -7.1514 -0.27
C -33.1431 0.6290 -7.1440 -0.11
C -35.4352 -0.1232 -7.8311 -0.11
N -32.3486 -2.1534 -6.2952 -0.29
C -31.9235 -3.1869 -5.3266 -0.09
C -31.5826 -2.1302 -7.5292 -0.11
H -32.9118 -0.3886 -4.0134 0.06
H -34.4742 -0.3635 -3.1001 0.07
H -34.3666 0.5969 -4.5415 0.07
H -35.3222 -3.3664 -4.1566 0.09
H -36.4125 -2.2555 -4.9198 0.04
H -35.8418 -2.0081 -3.2482 0.06
H -32.5265 0.6800 -8.0467 0.06
H -33.7120 1.5563 -7.0306 0.07
H -32.4574 0.5390 -6.3041 0.07
H -35.4359 -0.5697 -8.8336 0.05
H -36.2645 -0.6316 -7.3308 0.07
H -35.6312 0.9452 -7.8911 0.07
H -32.6196 -4.0320 -5.3567 0.08
H -30.9647 -3.5836 -5.6519 0.08
H -31.8905 -2.7281 -4.3391 0.05
H -31.8632 -1.2447 -8.0986 0.05
H -31.7057 -3.0006 -8.1891 0.09
H -30.5095 -2.1052 -7.3265 0.09
C -35.8763 6.3547 -8.6155 -0.10
N -36.2060 6.0985 -7.2148 -0.29
C -37.5096 6.5365 -6.7527 -0.12
P -34.9515 5.8977 -6.1334 0.52
O -33.7591 5.3499 -6.8175 -0.28
N -34.7569 7.3775 -5.4031 -0.32
C -33.9319 7.4408 -4.1930 -0.10
C -34.8684 8.6100 -6.1907 -0.09
N -35.5458 4.8790 -4.9206 -0.30
C -35.6884 3.4419 -5.1561 -0.09
C -36.4230 5.3673 -3.8849 -0.15
H -35.5479 7.3927 -8.7322 0.07
H -36.7720 6.2364 -9.2312 0.08
H -35.1882 5.6363 -9.0518 0.06
H -38.0370 5.6552 -6.3692 0.08
H -38.2015 6.8581 -7.5342 0.09
H -37.5049 7.3456 -6.0190 0.07
H -34.2467 8.2843 -3.5815 0.09
H -33.9580 6.4711 -3.6992 0.05
H -32.8754 7.5763 -4.4601 0.08
H -35.8985 8.8106 -6.4673 0.07
H -34.5231 9.4180 -5.5415 0.08
H -34.1086 8.5918 -6.9763 0.09
H -35.5978 2.8827 -4.2314 0.07
H -36.6517 3.3427 -5.6838 0.08
H -35.0523 3.0991 -5.9755 0.06
H -37.4729 5.0638 -3.9963 0.08
H -36.5176 6.4552 -3.9221 0.07
H -36.0466 5.1150 -2.8887 0.08
C -31.3805 1.7943 -3.0078 -0.13
N -31.5146 3.1393 -2.4474 -0.28
C -32.8717 3.6025 -2.1815 -0.09
P -30.1940 4.1747 -2.1648 0.53
O -30.4769 5.1757 -1.1175 -0.29
N -28.8901 3.1455 -1.9728 -0.30
C -28.9528 2.0925 -0.9925 -0.15
C -27.5218 3.6231 -2.2481 -0.08
N -29.7091 4.9067 -3.5990 -0.31
C -29.7086 4.1729 -4.8651 -0.10
C -29.7297 6.3696 -3.6713 -0.11
H -30.3817 1.4353 -3.2270 0.07
H -31.9077 1.7330 -3.9709 0.07
H -31.9517 1.1289 -2.3583 0.05
H -33.5070 2.7197 -2.2627 0.07
H -33.1401 4.4028 -2.8739 0.07
H -32.9841 3.9845 -1.1649 0.08
H -28.1024 1.4102 -1.0280 0.08
H -29.0325 2.4860 0.0323 0.09
H -29.8165 1.4285 -1.0847 0.04
H -27.3982 3.8480 -3.3052 0.07
H -27.3095 4.5060 -1.6402 0.09
H -26.8577 2.8097 -1.9709 0.07
H -29.1117 4.7128 -5.5925 0.07
H -29.3199 3.1792 -4.6249 0.07
H -30.7262 4.0046 -5.2362 0.07
H -30.5557 6.7589 -3.0725 0.06
H -29.7584 6.6930 -4.7088 0.08
H -28.8501 6.8183 -3.1962 0.08
C -33.4440 -0.1803 0.6613 -0.08
N -33.2647 -1.3459 -0.2216 -0.29
C -34.5044 -1.9584 -0.6970 -0.10
P -31.7640 -1.8615 -0.6833 0.56
O -31.2102 -1.2445 -1.8966 -0.27
N -30.8560 -1.5781 0.7348 -0.30
C -29.5994 -0.8576 0.6432 -0.10
C -31.1955 -2.0102 2.0699 -0.14
N -31.8673 -3.5400 -0.7706 -0.28
C -32.4630 -4.3332 0.2809 -0.13
C -31.3150 -4.2609 -1.8891 -0.11
H -34.4473 -0.2804 1.0743 0.08
H -33.3210 0.7735 0.1470 0.08
H -32.7997 -0.1936 1.5390 0.06
H -34.6848 -2.8771 -0.1200 0.07
H -34.3596 -2.3152 -1.7151 0.06
H -35.3797 -1.3422 -0.5219 0.09
H -29.0345 -1.2060 -0.2249 0.06
H -29.8042 0.2121 0.5878 0.06
H -28.9017 -1.0588 1.4577 0.09
H -30.5381 -2.7698 2.4966 0.09
H -31.1756 -1.1223 2.7199 0.08
H -32.2425 -2.3064 2.1282 0.06
H -33.0396 -5.1942 -0.0622 0.09
H -31.6701 -4.7596 0.9128 0.09
H -33.0547 -3.7307 0.9649 0.05
H -32.0562 -4.4245 -2.6813 0.08
H -30.9459 -5.2574 -1.6308 0.09
H -30.4456 -3.7634 -2.3045 0.05
C -31.7756 5.3104 -9.2531 0.02
N -31.0483 4.3213 -8.3965 -0.44
O -29.8915 4.5987 -8.1697 0.06
O -31.6911 3.3801 -8.0031 0.05
H -31.3472 5.3625 -10.2534 0.09
H -31.6079 6.2285 -8.6977 0.10
H -32.8249 5.1374 -9.4643 0.07
C -39.2708 -2.3214 -4.6485 0.01
N -39.3683 -3.2559 -3.5005 -0.45
O -40.4501 -3.4178 -2.9907 0.08
O -38.3499 -3.8030 -3.1511 0.07
H -40.2420 -2.1790 -5.1081 0.09
H -38.5474 -2.6347 -5.3961 0.09
H -38.8778 -1.3993 -4.2205 0.10
C -37.7603 0.7735 -11.3049 0.07
N -37.6274 2.2657 -11.4449 -0.42
O -37.8117 2.7433 -12.5453 0.07
O -37.2485 2.9072 -10.4757 0.03
H -38.5789 0.6416 -10.6044 0.07
H -36.7927 0.3611 -11.0535 0.07
H -38.0880 0.4385 -12.2839 0.10
C -30.0399 0.6019 -11.1799 0.05
N -30.3762 1.9924 -11.6068 -0.43
O -29.7231 2.4236 -12.5282 0.08
O -31.1884 2.6163 -10.9567 0.04
H -30.6078 0.3896 -10.2812 0.08
H -28.9691 0.6019 -11.0136 0.10
H -30.3887 -0.0390 -11.9839 0.10
C -34.2977 1.7294 -10.6592 0.04
N -33.7812 0.8146 -11.7091 -0.42
O -34.3369 0.8100 -12.7747 0.10
O -32.9365 0.0174 -11.3449 0.03
H -35.0539 1.2410 -10.0561 0.06
H -34.7993 2.5421 -11.1787 0.10
H -33.5009 2.0934 -10.0176 0.08
C -28.5283 -1.6001 -3.3920 0.04
N -28.2195 -3.0578 -3.4660 -0.45
O -28.1447 -3.5386 -4.5804 0.05
O -27.9924 -3.6712 -2.4435 0.06
H -27.7388 -1.1346 -3.9768 0.10
H -28.6180 -1.3510 -2.3452 0.06
H -29.4486 -1.4276 -3.9437 0.09
C -39.2906 -0.1329 -7.1798 0.04
N -39.1368 1.0653 -8.0573 -0.44
O -40.0398 1.2556 -8.8514 0.06
O -38.0817 1.6521 -8.0617 0.06
H -38.8923 -0.9503 -7.7773 0.11
H -40.3239 -0.2065 -6.8692 0.10
H -38.5997 0.0457 -6.3577 0.09
C -35.0329 -3.0524 -9.9559 0.01
N -35.4361 -3.3388 -11.3422 -0.44
O -34.8020 -4.1743 -11.9429 0.08
O -36.3325 -2.6537 -11.8016 0.05
H -35.8419 -2.5788 -9.4131 0.07
H -34.1406 -2.4407 -9.8304 0.09
H -34.7885 -3.9964 -9.4742 0.10
```

***

Number 1: orbital gap 8.7 eV, HOMO level -0.31347 Eh, LUMO 0.2 eV. Number 2: orbital gap 7.7 eV, HOMO level -0.30187 Eh, LUMO -0.5 eV.